Entry 1:
A molecular structure, C41H45FGeN2O6S3SiTc at a distorted geometry. Source: OMol25; level of theory: ωB97M-V/def2-TZVPD.

Last column: Mulliken charge in e.
Atoms and positions in Å:
Tc (15.7244, 9.2118, 9.8768)  -2.045
C (14.5835, 8.6174, 13.4115)  -0.666
Si (14.1197, 10.2764, 12.6964)  0.384
C (14.6519, 11.4611, 14.0270)  -1.508
C (12.2305, 10.2162, 12.4763)  -0.783
N (14.8564, 10.7036, 11.1837)  1.038
C (14.0848, 11.6409, 10.5094)  0.151
C (13.4351, 12.7277, 11.1580)  -0.631
C (12.6159, 13.4780, 10.3880)  -0.563
C (12.3417, 13.3063, 9.0319)  -1.069
C (13.0311, 12.2683, 8.3760)  -0.796
C (13.8809, 11.5502, 9.1571)  0.028
F (14.6471, 10.4736, 8.5977)  0.941
H (14.2872, 8.6138, 14.5110)  0.511
H (15.6497, 8.3422, 13.4098)  -0.209
H (13.9541, 7.8612, 12.9804)  0.250
H (14.0793, 12.3232, 14.4186)  0.539
H (15.6522, 11.8912, 13.9202)  0.397
H (14.5085, 10.7560, 14.8899)  0.258
H (12.0678, 9.7676, 11.5032)  0.071
H (11.6455, 11.1922, 12.6065)  0.339
H (11.6900, 9.5664, 13.2051)  0.436
H (13.6078, 12.7983, 12.2418)  0.338
H (12.1750, 14.3719, 10.8834)  0.340
H (11.5844, 13.9325, 8.5338)  0.397
H (12.9686, 11.9342, 7.3422)  0.577
C (8.9153, 5.4535, 10.5985)  -0.867
O (9.8301, 6.4532, 10.2761)  -0.410
C (11.1483, 6.3413, 10.4701)  0.466
C (11.7771, 5.2155, 11.1092)  -1.367
C (13.0932, 5.2650, 11.3180)  -0.929
C (13.8555, 6.3796, 10.9630)  0.207
C (15.2067, 6.5210, 11.3092)  0.334
C (15.8046, 5.4708, 12.2181)  -2.226
O (15.9806, 7.4550, 10.9061)  1.282
C (13.2341, 7.4638, 10.3010)  0.018
O (13.8294, 8.5489, 9.9843)  0.207
C (11.8588, 7.4263, 10.0559)  -0.275
H (7.9560, 5.6003, 10.1035)  0.264
H (8.6669, 5.4172, 11.6664)  0.349
H (9.2730, 4.4620, 10.2925)  0.330
H (11.1580, 4.4096, 11.3616)  0.501
H (13.6204, 4.4737, 11.8468)  0.391
H (15.6240, 4.3976, 12.0543)  0.419
H (15.4250, 5.5603, 13.2482)  0.444
H (16.8608, 5.5508, 12.2333)  0.218
H (11.4424, 8.3108, 9.6206)  0.646
C (16.2167, 6.9388, 5.8967)  -1.145
S (15.4450, 8.3446, 6.8748)  1.065
O (16.1559, 9.5699, 6.5007)  -0.826
O (14.0324, 8.4625, 6.6341)  -0.653
O (15.8228, 7.8388, 8.3015)  -0.555
H (16.0807, 7.0917, 4.8398)  0.433
H (15.7047, 6.0742, 6.1510)  0.396
H (17.2988, 6.9818, 6.1248)  0.254
S (17.7056, 9.9707, 8.7915)  -0.280
C (17.3442, 11.7338, 8.6489)  0.388
N (16.7085, 12.1434, 7.6126)  0.010
C (16.5077, 13.6476, 7.4872)  -0.805
C (16.5327, 14.1294, 8.9138)  -0.526
S (17.5886, 12.9532, 9.8610)  0.053
H (16.4954, 11.5407, 6.7824)  0.398
H (15.5913, 13.7625, 6.9640)  0.429
H (17.4031, 14.0222, 6.9375)  0.363
H (15.5254, 14.2061, 9.3932)  0.131
H (17.0380, 15.0573, 8.9613)  0.658
C (17.4257, 9.4915, 10.4856)  1.861
Ge (19.0661, 8.9293, 11.4605)  1.964
C (20.1151, 10.5477, 11.1342)  -0.002
C (20.6316, 10.9513, 9.8815)  -0.181
C (21.1873, 12.1898, 9.5930)  -0.540
C (21.2718, 13.1641, 10.6661)  -0.693
C (20.8063, 12.7481, 11.9101)  -0.657
C (20.1991, 11.5509, 12.1493)  -0.457
C (19.7939, 7.4017, 10.4545)  0.048
C (21.2131, 7.2455, 10.5405)  -0.447
C (21.8394, 6.2957, 9.7926)  -0.815
C (21.0722, 5.5232, 8.8933)  -0.670
C (19.6695, 5.6955, 8.8058)  -1.058
C (19.0142, 6.6804, 9.5863)  0.184
C (18.8551, 8.5557, 13.3638)  0.607
C (19.8697, 7.6429, 13.7893)  -1.063
C (20.0643, 7.4208, 15.1237)  -0.473
C (19.2991, 8.0758, 16.1197)  -0.662
C (18.3829, 9.0147, 15.7088)  -0.630
C (18.1296, 9.1995, 14.3250)  -0.238
H (20.6536, 10.2281, 9.0390)  0.300
H (21.6029, 12.3526, 8.5749)  0.405
H (21.5892, 14.1460, 10.5015)  0.512
H (20.9443, 13.3854, 12.7943)  0.368
H (19.8659, 11.2846, 13.1083)  0.530
H (21.8715, 7.8541, 11.1060)  0.471
H (22.8759, 6.2453, 9.9175)  0.485
H (21.5742, 4.8684, 8.2175)  0.428
H (19.1583, 5.0892, 8.0425)  0.431
H (17.9595, 6.8985, 9.4221)  0.491
H (20.4135, 7.1562, 12.9846)  0.309
H (20.8564, 6.7640, 15.4456)  0.422
H (19.5880, 7.8889, 17.1505)  0.373
H (17.8930, 9.6761, 16.4080)  0.440
H (17.3976, 9.9900, 14.1065)  0.443

As for the HOMO energy: -10.0 eV. The HOMO-LUMO gap is 6.5 eV. As for the total charge: +1. The energy relative to the best compared isomer or geometry (same formula, charge and spin) comes out at 280.5 kJ/mol.

=====

Entry 2:
A molecular structure, C7H19ClMgN3O3 at a distorted geometry. Source: OMol25; level of theory: ωB97M-V/def2-TZVPD.

Last column: Mulliken charge in e.
Atoms and positions in Å:
Mg (7.5267, 1.4784, -4.8898)  1.194
Cl (8.7548, 2.7244, -4.6978)  -0.586
C (11.2209, 5.0068, -5.0847)  0.814
O (12.2502, 5.4928, -5.5807)  -0.684
N (9.9456, 5.2363, -5.3542)  -0.181
N (11.2814, 3.9693, -4.2822)  -0.341
H (9.2662, 4.6079, -4.9499)  0.074
H (9.7371, 5.6770, -6.2387)  0.212
H (10.4644, 3.5355, -3.8768)  0.084
H (12.1987, 3.5466, -4.2773)  0.257
C (7.3472, 5.9220, -6.6027)  -0.881
O (8.6219, 5.3562, -6.8509)  -0.215
C (8.9772, 5.1410, -8.2331)  -0.575
C (8.8202, 3.6313, -8.7312)  -0.905
N (9.2266, 2.6372, -7.7413)  -0.159
C (10.7080, 2.5603, -7.6978)  -0.049
C (11.1883, 1.5745, -6.6819)  -0.334
O (12.6651, 1.4268, -6.6956)  -0.431
C (13.2063, 2.6790, -6.2414)  -0.510
H (6.5091, 5.3228, -6.9585)  0.342
H (7.2222, 6.9040, -7.0591)  0.333
H (7.1706, 6.1009, -5.5420)  0.275
H (10.0375, 5.3936, -8.2420)  0.398
H (8.3848, 5.7563, -8.9103)  0.461
H (9.1677, 3.4272, -9.7439)  0.459
H (7.7494, 3.5231, -8.9038)  0.365
H (8.9878, 2.9623, -6.8154)  0.120
H (11.0657, 3.5673, -7.4830)  0.005
H (11.1517, 2.3122, -8.6620)  0.380
H (10.8092, 0.5612, -6.8149)  0.354
H (10.7588, 1.8238, -5.7116)  0.123
H (13.2088, 3.5514, -6.8949)  0.348
H (14.2428, 2.4220, -6.0230)  0.364
H (12.8345, 2.9702, -5.2591)  -0.112

As for the HOMO energy: -11.8 eV. The HOMO-LUMO gap is 4.3 eV. As for the total charge: +1. The energy relative to the best compared isomer or geometry (same formula, charge and spin) comes out at 565.3 kJ/mol.

=====

Entry 3:
2 unconnected molecules or ions with the total composition C4H8N2O3 at a distorted geometry. Source: OMol25; level of theory: ωB97M-V/def2-TZVPD.

Last column: Mulliken charge in e.
Atoms and positions in Å:
C (1.1172, -1.5896, 0.1167)  -0.557
C (-1.6082, -0.2780, 1.9505)  0.729
C (-0.6610, 1.0499, -1.8494)  -1.593
C (-0.0284, 0.4552, -0.5923)  0.731
N (0.3063, -0.8004, -0.6399)  0.060
N (0.2779, 1.3214, 0.4322)  -0.478
O (-1.7136, 0.7731, 2.3527)  -0.345
O (1.7461, -0.8574, 1.1836)  -0.476
O (-1.6090, -1.3139, 1.4767)  -0.365
H (0.7084, -2.4367, 0.4724)  0.200
H (0.0573, 1.2964, -2.5827)  0.313
H (-1.2181, 0.2662, -2.1358)  0.496
H (-1.2685, 1.9465, -1.6478)  0.337
H (-0.0617, -1.3238, -1.3710)  0.154
H (0.7690, 0.9193, 1.2364)  0.238
H (2.3869, -1.5163, 1.5589)  0.332
H (0.7994, 2.0879, 0.0387)  0.224

As for the HOMO energy (spin up / spin down): -5.8 / -5.8 eV. The HOMO-LUMO gap (spin up / spin down) is 6.5 / 6.5 eV. The energy relative to the best compared isomer or geometry (same formula, charge and spin) comes out at 364.8 kJ/mol.

=====

Entry 4:
A molecular structure, C11H14Cl20F3IO4Ta at a distorted geometry. Source: OMol25; level of theory: ωB97M-V/def2-TZVPD.

Last column: Mulliken charge in e.
Atoms and positions in Å:
C (-3.3026, -0.5727, -1.7671)  -0.650
O (-4.1008, -0.4280, -0.6237)  -0.389
C (-4.3703, 0.9291, -0.2077)  -0.265
Ta (-2.9600, 1.7670, 1.3599)  1.556
O (-3.5187, 3.6327, 0.7661)  -0.776
O (-1.8402, 2.5947, 2.8597)  -0.795
I (-5.0862, 1.5331, 3.3014)  -0.487
C (-1.2095, 1.6749, -0.0280)  -0.826
C (0.1815, 1.4343, 0.5652)  -0.688
O (0.3023, 0.1707, 1.2004)  -0.003
C (0.2505, 0.1427, 2.5946)  -0.427
C (1.2166, -0.9298, 3.0606)  0.786
F (1.1498, -1.0839, 4.3998)  -0.290
F (2.5172, -0.6243, 2.7713)  -0.311
F (0.9937, -2.1341, 2.5015)  -0.249
H (-3.8271, -1.2075, -2.4977)  0.247
H (-2.3375, -1.0486, -1.5264)  0.204
H (-3.0917, 0.3983, -2.2453)  0.297
H (-5.3819, 0.9166, 0.2280)  0.352
H (-4.4399, 1.5918, -1.0902)  -0.038
H (-2.4954, 0.0718, 1.8648)  -0.220
H (-3.9351, 4.0696, 1.5204)  0.245
H (-1.1825, 3.1649, 2.4409)  0.266
H (-1.1679, 2.6318, -0.5739)  0.537
H (-1.3664, 0.8851, -0.7760)  -0.022
H (0.9335, 1.4371, -0.2419)  0.311
H (0.4635, 2.2363, 1.2655)  0.336
H (-0.7544, -0.0997, 2.9771)  0.162
H (0.5665, 1.0893, 3.0513)  0.328
C (3.1627, -0.7226, -1.9668)  0.209
Cl (1.5385, -0.3543, -2.5493)  -0.090
Cl (3.2671, -0.3856, -0.2481)  -0.052
Cl (3.5276, -2.4299, -2.2566)  -0.040
Cl (4.3508, 0.2549, -2.8458)  -0.046
C (-2.9435, -3.7003, 3.5958)  0.303
Cl (-1.9910, -4.8510, 2.6386)  -0.125
Cl (-4.2304, -4.5921, 4.4383)  -0.135
Cl (-1.8931, -2.9437, 4.7986)  -0.106
Cl (-3.6324, -2.4797, 2.5567)  0.011
C (5.8820, -5.9629, -1.7301)  0.363
Cl (6.2672, -7.6864, -1.7900)  -0.115
Cl (7.1975, -5.0411, -2.4684)  -0.084
Cl (4.3891, -5.6617, -2.6196)  -0.093
Cl (5.6776, -5.4571, -0.0551)  -0.085
C (8.6978, 0.3355, -3.0174)  0.344
Cl (7.5300, 1.5302, -3.5879)  -0.102
Cl (7.8435, -1.0901, -2.4307)  -0.041
Cl (9.7663, -0.1218, -4.3498)  -0.110
Cl (9.6589, 1.0318, -1.7100)  -0.102
C (-5.2772, 5.1761, -2.2656)  0.319
Cl (-4.6818, 3.6754, -2.9720)  -0.107
Cl (-6.3319, 5.9874, -3.4451)  -0.132
Cl (-6.1888, 4.8395, -0.8044)  -0.076
Cl (-3.9136, 6.2322, -1.8916)  -0.099

As for the HOMO energy: -5.1 eV. The HOMO-LUMO gap is 6.5 eV. As for the total charge: -1. The energy relative to the best compared isomer or geometry (same formula, charge and spin) comes out at 0.0 kJ/mol.